[1]
C31H23N3ORuS5SbSe | ωB97M-V with the def2-TZVPD basis set

Positions of all 66 atoms, in Å:
Ru  -0.780  0.538  -0.280
O  1.224  0.348  0.636
N  1.468  1.113  1.705
C  2.591  0.819  2.397
C  2.987  1.556  3.474
C  2.189  2.642  3.858
C  1.044  2.913  3.164
C  0.629  2.132  2.057
S  -0.824  2.427  1.218
H  3.126  -0.031  2.003
H  3.897  1.293  3.993
H  2.468  3.258  4.705
H  0.394  3.731  3.440
S  -1.282  -1.711  -4.551
C  -1.390  -0.922  -3.078
S  -2.555  0.363  -2.928
S  -0.474  -1.304  -1.699
S  -3.480  2.240  -1.034
C  -2.354  1.015  -1.268
C  6.140  -0.105  -5.482
C  5.420  -1.241  -5.145
C  4.516  -1.202  -4.088
C  4.312  -0.035  -3.355
C  5.042  1.100  -3.712
C  5.949  1.068  -4.762
Sb  2.871  -0.071  -1.718
C  4.056  1.356  -0.591
C  5.262  0.898  -0.060
C  6.051  1.706  0.749
C  5.639  2.997  1.050
C  4.443  3.469  0.529
C  3.662  2.657  -0.285
C  1.572  1.328  -2.693
C  1.480  1.345  -4.081
C  0.574  2.186  -4.718
C  -0.246  3.028  -3.983
C  -0.174  3.014  -2.599
C  0.723  2.164  -1.966
H  6.845  -0.130  -6.306
H  5.556  -2.158  -5.707
H  3.952  -2.095  -3.840
H  4.896  2.023  -3.161
H  6.505  1.962  -5.023
H  5.598  -0.111  -0.282
H  6.984  1.324  1.148
H  6.243  3.628  1.691
H  4.106  4.472  0.763
H  2.735  3.051  -0.679
H  2.097  0.685  -4.679
H  0.492  2.155  -5.798
H  -0.974  3.655  -4.482
H  -0.850  3.610  -1.998
H  0.747  2.171  -0.878
Se  -0.153  -1.903  1.792
N  -1.414  -0.706  1.194
C  -2.610  -1.114  1.673
C  -3.835  -0.461  1.455
C  -4.989  -0.968  2.021
C  -4.960  -2.126  2.813
C  -3.771  -2.786  3.048
C  -2.566  -2.301  2.491
N  -1.370  -2.886  2.680
H  -3.852  0.432  0.845
H  -5.932  -0.462  1.846
H  -5.882  -2.505  3.242
H  -3.729  -3.683  3.654

spin multiplicity	2
LUMO (spin up / spin down)	4.01 / 4.01	eV
charge	-2
relative energy (zero: lowest compared OMol25 entry of this formula, charge and spin)	2.1	kJ/mol
gap between HOMO and LUMO (spin up / spin down)	4.18 / 5.56	eV
energy	-6162.1409	Eh

These are the Löwdin partial charges, in e, on atoms 1 to 6: 0.579, -0.464, -0.193, -0.056, -0.080, -0.096

---

[2]
C5H9NOS | ωB97M-V with the def2-TZVPD basis set

Positions of all 17 atoms, in Å:
C  -1.206  -0.403  0.002
C  -0.661  0.882  0.235
C  0.381  0.966  1.358
C  1.346  -0.982  -0.140
C  0.002  -0.790  -0.956
H  -1.600  -1.986  0.926
H  -2.187  -0.327  -0.491
H  -1.521  1.659  0.437
H  0.130  0.701  2.352
H  0.914  1.918  1.128
H  1.243  -0.894  1.775
H  1.430  -2.072  0.207
H  2.206  -0.828  -0.798
H  0.156  -1.536  -1.716
N  1.519  -0.040  1.174
O  -1.290  -1.108  1.109
S  -0.016  0.905  -1.493

LUMO	0.52	eV
charge	0
relative energy (zero: lowest compared OMol25 entry of this formula, charge and spin)	329.5	kJ/mol
gap between HOMO and LUMO	8.94	eV
energy	-723.9943	Eh

These are the Löwdin partial charges, in e, on atoms 1 to 6: -0.562, -0.516, -0.196, -0.194, -0.487, 0.117

---

[3]
CH7ClN5 | ωB97M-V with the def2-TZVPD basis set

Positions of all 14 atoms, in Å:
C  0.145  1.064  0.710
N  -0.618  1.619  0.013
N  1.085  0.915  1.621
N  0.619  -1.521  -1.276
N  0.094  -1.214  -0.125
N  -1.609  1.777  -0.813
Cl  0.715  -2.252  1.439
H  0.859  1.449  2.425
H  1.458  -0.106  1.721
H  1.580  -1.312  -1.480
H  0.463  -2.403  -1.692
H  -1.362  2.124  -1.702
H  -0.884  -1.423  -0.093
H  -2.544  1.281  -0.749

LUMO	-3.95	eV
charge	+1
relative energy (zero: lowest compared OMol25 entry of this formula, charge and spin)	9.3	kJ/mol
gap between HOMO and LUMO	9.59	eV
energy	-775.8716	Eh

These are the Löwdin partial charges, in e, on atoms 1 to 6: -0.123, 0.071, 0.174, 0.003, -0.374, 0.098